[1]
Entry from the OMol25 dataset: C25H18F3MoN4O4STe as an isolated structure (wB97M-V/def2-TZVPD).

Its spin multiplicity is 3. Its HOMO energy (alpha / beta) is -11.10 / -9.74 eV. Its net charge is +1.

```
57
Properties=species:S:1:pos:R:3:forces:R:3
Mo 0.3068 0.1670 -0.7080 0.3 0.9 1.2
O -7.1566 1.2336 -1.6628 0.2 -0.1 0.1
C -6.8180 -0.0381 -1.3531 -0.2 0.1 -0.2
O -7.6557 -0.8882 -1.2967 0.1 -0.1 0.1
C -5.3631 -0.3126 -1.1057 -0.1 0.0 0.0
C -5.0393 -1.3805 -0.2763 0.0 -0.1 0.0
C -3.7208 -1.6907 -0.0101 0.0 -0.1 0.1
C -2.6916 -0.9445 -0.5899 0.6 -0.1 0.3
C -3.0166 0.0930 -1.4416 -0.1 0.2 -0.3
C -4.3430 0.4113 -1.6973 0.1 0.1 -0.1
N -1.2810 -1.1792 -0.3411 -0.5 -0.2 0.0
C -0.9024 -2.2357 0.3527 0.0 0.1 -0.2
C 0.4829 -2.5241 0.4420 0.1 0.3 -0.2
C 0.9930 -3.6976 1.0110 -0.1 -0.1 0.1
C 2.3225 -3.9855 0.8780 0.2 -0.1 0.0
C 3.1440 -3.0985 0.1583 0.1 -0.2 0.1
C 2.6138 -1.9435 -0.3371 -0.5 0.1 0.2
N 1.3005 -1.6123 -0.1747 0.1 -0.4 0.1
H -6.3936 1.8145 -1.5643 0.0 0.1 0.0
H -5.8412 -1.9670 0.1558 0.1 0.0 0.0
H -3.5280 -2.5183 0.6555 0.1 0.0 0.0
H -2.2339 0.6639 -1.9219 -0.1 -0.1 0.0
H -4.5562 1.2239 -2.3846 0.0 -0.1 0.0
H -1.6040 -2.9227 0.7921 -0.2 -0.1 0.0
H 0.3155 -4.3716 1.5214 0.0 0.0 0.0
H 2.7324 -4.8985 1.2949 0.0 0.1 0.0
H 4.1930 -3.3125 -0.0091 -0.1 0.0 0.0
H 3.2251 -1.2449 -0.8820 0.0 0.1 -0.1
F -3.3805 4.1594 2.5686 0.0 0.1 -0.2
C -2.6868 3.7698 1.4865 0.2 0.0 0.2
F -3.5635 3.4383 0.5369 -0.2 0.0 -0.2
F -1.9890 4.8222 1.0503 0.0 0.1 0.0
C -1.7897 2.6073 1.8319 0.1 0.0 0.0
C -1.8132 2.0908 3.1071 0.0 -0.1 0.2
C -1.0343 0.9835 3.4398 -0.1 0.1 0.2
C -0.2780 0.4121 2.4571 0.2 -0.1 -0.2
N -0.2370 0.9196 1.2144 0.0 0.0 0.2
C -0.9447 2.0173 0.8806 -0.2 0.1 -0.1
S -0.7386 2.4814 -0.7950 -0.1 -0.2 0.3
H -2.4502 2.5489 3.8514 0.0 0.0 0.0
H -1.0355 0.5691 4.4388 0.0 0.1 -0.1
H 0.3207 -0.4718 2.6388 0.0 0.0 -0.1
O 2.4180 0.6792 -3.2049 0.4 0.2 -0.2
N 1.4121 -0.0382 -3.5464 0.0 -0.1 0.2
O 0.6112 -0.3014 -2.6585 -0.3 -0.5 -1.5
Te 2.4739 1.7892 -1.4213 -0.3 0.1 -0.1
C 4.4061 1.1568 -0.9968 0.1 0.0 -0.1
C 4.7197 0.5838 0.2320 0.1 0.0 0.0
C 6.0414 0.2625 0.5074 0.0 0.0 0.0
C 7.0261 0.5036 -0.4430 0.0 0.0 0.0
C 6.7042 1.0844 -1.6656 0.0 0.0 0.0
C 5.3912 1.4367 -1.9426 0.2 -0.1 0.1
H 3.9520 0.3931 0.9710 0.0 0.0 0.0
H 6.3002 -0.1770 1.4637 0.0 0.0 -0.1
H 8.0562 0.2479 -0.2251 -0.1 0.0 0.0
H 7.4784 1.2809 -2.3971 0.0 0.0 0.0
H 5.1455 1.9100 -2.8851 0.0 0.0 0.0
```
Positions in Å, forces in eV/Å.

These are the Löwdin partial charges, in e, on atoms 1 to 4: atom 1 (Mo): 1.11, atom 2 (O): 0.13, atom 3 (C): -0.47, atom 4 (O): 0.15

[2]
Entry from the OMol25 dataset: a 2-piece molecular cluster, C2H3NO2 overall (wB97M-V/def2-TZVPD).

Its spin multiplicity is 1. Its HOMO energy (alpha / beta) is -7.82 / -7.89 eV. Its net charge is 0.

```
8
Properties=species:S:1:pos:R:3:forces:R:3
C -0.2754 -0.1867 -0.4462 1.4 2.5 2.7
C 2.0740 0.2534 0.2953 -0.9 0.2 -1.7
N -0.9004 0.6438 0.1727 -0.1 0.6 0.4
O 2.7864 0.9221 -0.3844 -0.9 -1.2 1.7
O -2.2665 0.9638 -0.1092 0.5 -3.1 -2.8
H 0.0442 -0.8779 -1.0898 0.2 -2.4 -2.6
H 2.1756 -0.3414 1.2462 0.6 0.7 -0.3
H -2.3745 1.6100 0.5112 -0.8 2.8 2.6
```
Positions in Å, forces in eV/Å.

These are the Löwdin partial charges, in e, on atoms 1 to 4: atom 1 (C): 0.03, atom 2 (C): -0.07, atom 3 (N): -0.08, atom 4 (O): 0.03

[3]
Entry from the OMol25 dataset: one molecule with the formula CH3N3S (wB97M-V/def2-TZVPD).

The SMILES is [H]/N=N\C(N)=S. Its spin multiplicity is 1. Its HOMO energy is -8.97 eV. Its net charge is 0.

```
8
Properties=species:S:1:pos:R:3:forces:R:3
H -0.7561 -1.2740 2.0487 0.4 -0.9 -1.5
N -0.6192 -1.8241 1.0992 -0.1 2.5 0.9
N -0.2266 -1.0394 0.2317 -1.5 -2.7 -0.2
C 0.3292 0.1085 -0.0322 -0.5 3.8 -1.8
N -0.2915 1.1710 -0.9322 2.0 -2.3 3.2
S 1.8635 0.3820 0.4346 0.9 0.0 0.6
H -0.8766 0.8217 -1.6539 -0.3 -0.3 -0.8
H 0.5773 1.6543 -1.1958 -1.0 0.0 -0.4
```
Positions in Å, forces in eV/Å.

These are the Löwdin partial charges, in e, on atoms 1 to 4: atom 1 (H): 0.11, atom 2 (N): 0.13, atom 3 (N): -0.10, atom 4 (C): -0.92

[4]
Entry from the OMol25 dataset: C37H42N2OP2Pt as an isolated structure (wB97M-V/def2-TZVPD).

Its spin multiplicity is 1. Its HOMO energy is -14.09 eV. Its net charge is +2.

```
85
Properties=species:S:1:pos:R:3:forces:R:3
Pt -0.2001 -0.5333 -0.2590 0.0 -0.7 0.4
N 0.2928 -1.6564 1.5819 -0.1 0.1 -0.1
C 1.3014 -2.7528 1.6909 -0.1 0.0 0.1
C 2.7378 -2.2803 1.6117 0.1 0.0 0.0
C 3.1704 -1.6389 0.3010 0.0 -0.1 0.0
N 2.6527 -0.2649 0.1937 0.0 0.1 0.2
H 0.5885 -0.9049 2.2047 0.0 0.0 0.0
H -0.5784 -1.9801 1.9940 0.0 -0.1 0.0
H 1.1171 -3.4771 0.9059 -0.1 0.0 -0.1
H 1.1371 -3.2541 2.6472 0.1 0.0 0.0
H 3.3707 -3.1549 1.7746 -0.1 0.0 0.0
H 2.9607 -1.6059 2.4477 0.0 0.0 0.0
H 2.8012 -2.2129 -0.5531 0.0 0.0 0.1
H 4.2631 -1.6729 0.2609 0.0 0.1 -0.1
H 3.1336 0.2185 -0.5591 0.0 -0.1 0.0
H 2.9368 0.2194 1.0433 -0.1 0.2 -0.1
C 0.0340 -1.6193 -3.3686 -0.1 -0.3 0.0
C 0.6009 -0.1989 -3.2775 0.1 -0.2 -0.2
P -0.4074 0.7220 -2.0928 -0.1 0.9 0.4
C -2.0546 0.9307 -2.7315 -0.2 -0.2 -0.9
C -3.1713 1.0086 -1.9115 0.0 0.1 0.3
C -4.4274 1.2266 -2.4545 0.0 0.0 0.0
C -4.5767 1.3728 -3.8262 0.0 0.0 0.0
C -3.4628 1.3275 -4.6563 -0.1 0.0 0.1
C -2.2079 1.1101 -4.1122 -0.1 -0.1 0.0
C 0.2010 2.4198 -1.9262 0.2 -0.2 0.3
C -0.4874 3.5045 -2.4679 0.0 0.0 -0.1
C 0.0100 4.7873 -2.2974 0.0 0.0 0.0
C 1.1758 5.0003 -1.5771 0.0 0.0 0.0
C 1.8521 3.9268 -1.0155 0.0 0.0 0.0
C 1.3639 2.6424 -1.1855 -0.1 0.1 -0.1
P -0.6650 -2.1702 -1.7388 0.4 0.6 0.2
C 0.0093 -3.7795 -1.2879 -0.1 0.0 0.0
C -0.7507 -4.5491 -0.4006 0.0 0.0 -0.1
C -0.2626 -5.7591 0.0606 0.0 0.0 0.0
C 0.9797 -6.2135 -0.3669 0.0 0.0 0.0
C 1.7294 -5.4607 -1.2589 0.0 0.0 0.0
C 1.2487 -4.2427 -1.7197 0.0 0.0 0.1
C -2.4193 -2.5131 -1.9336 0.0 0.0 -0.1
C -3.3447 -2.1370 -0.9699 0.0 0.1 0.0
C -4.6652 -2.5418 -1.0807 -0.1 0.0 0.0
C -5.0649 -3.3071 -2.1667 0.0 0.0 0.0
C -4.1431 -3.6822 -3.1358 0.0 0.0 0.0
C -2.8173 -3.3014 -3.0138 0.0 0.0 0.0
H 0.8057 -2.3222 -3.6778 0.0 0.0 0.0
H -0.7645 -1.6759 -4.1098 0.0 0.0 0.1
H 0.6790 0.2685 -4.2595 0.0 0.0 0.0
H 1.6060 -0.2255 -2.8414 -0.1 0.1 -0.1
H -3.0626 0.9316 -0.8373 0.1 -0.1 0.1
H -5.2872 1.2858 -1.8009 0.0 0.0 0.0
H -5.5587 1.5339 -4.2499 0.0 0.0 0.0
H -3.5699 1.4681 -5.7231 0.0 0.0 0.0
H -1.3514 1.1069 -4.7756 0.0 -0.1 0.0
H -1.4025 3.3574 -3.0239 0.0 0.0 0.0
H -0.5205 5.6254 -2.7281 0.0 0.0 0.0
H 1.5550 6.0050 -1.4493 0.0 0.0 0.0
H 2.7555 4.0937 -0.4443 0.0 0.0 0.0
H 1.8687 1.8066 -0.7320 0.1 -0.1 0.1
H -1.7284 -4.2043 -0.0835 0.0 0.0 0.0
H -0.8528 -6.3547 0.7438 0.0 0.0 0.0
H 1.3573 -7.1633 -0.0132 0.0 0.0 0.0
H 2.6877 -5.8242 -1.6041 0.0 0.0 0.0
H 1.8531 -3.6661 -2.4077 0.0 0.0 0.0
H -3.0357 -1.5097 -0.1437 0.0 0.0 0.0
H -5.3826 -2.2511 -0.3244 0.0 0.0 0.0
H -6.0973 -3.6155 -2.2600 0.0 0.0 0.0
H -4.4544 -4.2826 -3.9793 0.0 0.0 0.0
H -2.0968 -3.6293 -3.7546 0.0 0.0 0.0
C -1.4156 2.9809 2.6753 0.0 0.0 0.0
C -1.6092 1.5205 2.4013 -0.1 0.1 0.1
O -1.0504 1.0083 1.4346 0.4 -0.2 -0.3
C -2.4801 0.7173 3.2901 0.0 -0.1 0.0
C -2.9769 1.2322 4.4869 0.0 0.0 0.0
C -3.7880 0.4549 5.2990 0.0 0.0 0.0
C -4.1217 -0.8360 4.9187 0.0 0.0 0.0
C -3.6434 -1.3566 3.7199 0.0 0.0 0.0
C -2.8255 -0.5846 2.9178 0.0 0.0 -0.1
H -0.7742 3.4117 1.9113 0.0 0.0 0.0
H -0.9602 3.1252 3.6564 0.0 0.0 0.0
H -2.3777 3.4950 2.6872 0.0 0.0 0.0
H -2.7310 2.2386 4.7961 0.0 0.0 0.0
H -4.1641 0.8600 6.2281 0.0 0.0 0.0
H -4.7615 -1.4365 5.5509 0.0 0.0 0.0
H -3.9220 -2.3574 3.4167 0.0 0.0 0.0
H -2.4742 -0.9654 1.9672 0.0 0.0 0.0
```
Positions in Å, forces in eV/Å.

These are the Löwdin partial charges, in e, on atoms 1 to 4: atom 1 (Pt): 0.78, atom 2 (N): -0.08, atom 3 (C): -0.21, atom 4 (C): -0.18

[5]
Entry from the OMol25 dataset: C31H34IrO2PS as an isolated structure (wB97M-V/def2-TZVPD).

Its spin multiplicity is 2. Its HOMO energy (alpha / beta) is -17.08 / -17.08 eV. Its net charge is +3.

```
70
Properties=species:S:1:pos:R:3:forces:R:3
Ir 0.8074 -0.4941 0.4890 0.0 -0.1 0.0
C -3.8153 1.6357 1.2361 0.0 0.0 0.0
C -3.8377 0.2071 0.7608 0.0 0.0 0.0
C -5.0235 -0.3374 0.2747 0.0 0.0 0.0
C -5.0854 -1.6426 -0.1864 0.0 0.0 0.0
C -3.9580 -2.4594 -0.1717 0.0 0.0 0.0
C -2.7659 -1.9528 0.3015 0.0 0.0 0.0
C -2.7101 -0.6281 0.7570 0.0 0.0 0.0
P -1.1744 -0.0688 1.4156 0.0 0.0 0.0
C -0.4123 1.3951 0.6563 0.0 0.0 0.0
C 0.2145 2.3305 1.5506 0.0 0.0 0.0
C 0.4448 3.6226 1.1760 0.0 0.0 0.0
C 0.0321 4.0404 -0.0966 0.0 0.0 0.0
C -0.5817 3.1674 -0.9860 0.0 0.0 0.0
C -0.8257 1.8458 -0.6530 0.0 0.0 0.0
C -1.5135 0.9779 -1.6610 0.0 0.0 0.0
C -1.0125 -0.0804 3.1630 0.0 0.0 0.0
C -2.0357 0.1399 4.0863 0.0 0.0 0.0
C -1.7011 0.2024 5.4269 0.0 0.0 0.0
C -0.3738 0.0479 5.8219 0.0 0.0 0.0
C 0.6341 -0.1957 4.8937 0.0 0.0 0.0
C 0.3118 -0.2761 3.5480 0.0 0.0 0.0
C 1.3079 -0.6405 2.4844 0.0 0.0 -0.1
H -4.7086 1.8580 1.8185 0.0 0.0 0.0
H -3.8126 2.3250 0.3879 0.0 0.0 0.0
H -2.9538 1.8769 1.8628 0.0 0.0 0.0
H -5.9166 0.2754 0.2677 0.0 0.0 0.0
H -6.0255 -2.0330 -0.5531 0.0 0.0 0.0
H -4.0188 -3.4814 -0.5187 0.0 0.0 0.0
H -1.8821 -2.5807 0.3318 0.0 0.0 0.0
H 0.4799 2.0070 2.5489 0.0 0.0 0.0
H 0.9153 4.3192 1.8560 0.0 0.0 0.0
H 0.1887 5.0706 -0.3944 0.0 0.0 0.0
H -0.8859 3.5285 -1.9606 0.0 0.0 0.0
H -1.1810 1.2451 -2.6640 0.0 0.0 0.0
H -2.5917 1.1569 -1.6217 0.0 0.0 0.0
H -1.3534 -0.0872 -1.5153 0.0 0.0 0.0
H -3.0638 0.2549 3.7670 0.0 0.0 0.0
H -2.4688 0.3698 6.1695 0.0 0.0 0.0
H -0.1249 0.0995 6.8737 0.0 0.0 0.0
H 1.6533 -0.3451 5.2279 0.0 0.0 0.0
H 1.6292 -1.6768 2.6227 0.0 0.0 0.0
H 2.2192 -0.0242 2.5189 0.0 0.0 0.0
C 1.5697 -4.6436 -0.6462 0.0 0.0 0.0
S 1.8562 -3.5666 0.7397 0.0 0.0 0.0
C 3.5734 -3.9056 1.0562 0.0 0.0 0.0
O 1.8971 -2.1457 0.0692 0.0 0.0 0.0
H 2.3006 -4.4327 -1.4249 0.0 0.0 0.0
H 0.5540 -4.4770 -0.9982 0.0 0.0 0.0
H 1.6666 -5.6684 -0.2840 0.0 0.0 0.0
H 3.6448 -4.9433 1.3859 0.0 0.0 0.0
H 3.9061 -3.2473 1.8563 0.0 0.0 0.0
H 4.1476 -3.7437 0.1454 0.0 0.0 0.0
C 3.0223 1.5852 -1.1634 0.0 0.0 0.0
C 2.1349 0.7374 -2.0138 0.0 -0.1 0.0
O 1.2837 -0.0170 -1.4540 0.0 0.1 0.0
C 2.2254 0.7411 -3.4474 0.0 0.0 0.0
C 3.1925 1.5287 -4.0973 0.0 0.0 0.0
C 3.2772 1.5211 -5.4742 0.0 0.0 0.0
C 2.4015 0.7332 -6.2142 0.0 0.0 0.0
C 1.4387 -0.0548 -5.5837 0.0 0.0 0.0
C 1.3507 -0.0565 -4.2101 0.0 0.0 0.0
H 2.7107 1.5531 -0.1197 0.0 0.0 0.0
H 3.0124 2.6187 -1.5086 0.0 0.0 0.0
H 4.0530 1.2313 -1.2378 0.0 0.0 0.0
H 3.8821 2.1400 -3.5313 0.0 0.0 0.0
H 4.0215 2.1234 -5.9758 0.0 0.0 0.0
H 2.4702 0.7296 -7.2943 0.0 0.0 0.0
H 0.7696 -0.6643 -6.1749 0.0 0.0 0.0
H 0.6137 -0.6714 -3.7116 0.0 0.0 0.0
```
Positions in Å, forces in eV/Å.

These are the Löwdin partial charges, in e, on atoms 1 to 4: atom 1 (Ir): 1.33, atom 2 (C): -0.02, atom 3 (C): -0.26, atom 4 (C): 0.00

Going through the records in order, we get strongest force on any atom values of 1.6 4.2 4.4 1.0 0.1 eV Å⁻¹.
Going through the records in order, we get energy relative to the best compared isomer or geometry (same formula, charge and spin) values of 39.2 156.1 22.8 32.3 0.0 kcal/mol.